A cluster of 3 separate species, C6H20N2O2 in total in a non-equilibrium geometry, computed with ωB97M-V with the def2-TZVPD basis set.

```
30
Properties=species:S:1:pos:R:3:mulliken_charge:R:1
C 1.202 -1.853 -1.675 -1.1892
C 0.448 -0.667 -2.083 0.3389
N -1.039 -0.864 -2.092 -0.3674
C -1.923 0.173 -1.513 -1.0923
C -2.251 0.052 0.045 -0.7913
N -1.066 0.332 0.877 -0.1848
C -1.491 0.341 2.424 -0.3198
C -0.184 0.898 3.038 -0.9720
H 0.709 -2.323 -0.794 0.3468
H 2.335 -1.757 -1.394 0.2529
H 1.279 -2.582 -2.475 0.3263
H 0.623 -0.492 -3.175 0.2190
H 0.484 0.309 -1.472 -0.0771
H -1.274 -1.672 -1.579 0.2706
H -1.515 1.126 -1.664 0.4140
H -2.890 0.176 -1.944 0.3864
H -3.109 0.664 0.371 0.4538
H -2.589 -0.928 0.354 0.4362
H -0.736 1.250 0.691 0.1759
H -2.443 0.846 2.653 0.3317
H -1.454 -0.817 2.644 0.2546
H -0.152 1.924 3.351 0.3106
H 0.727 0.721 2.460 0.1724
H 0.014 0.395 4.009 0.3347
O 3.121 -0.534 1.012 -0.6516
H 2.533 -0.120 0.299 0.3376
H 3.902 -0.052 1.023 0.2948
O 2.424 1.469 -0.902 -0.5890
H 2.272 2.408 -0.732 0.2938
H 2.042 1.579 -1.755 0.2835
```

The LUMO energy is 0.361 eV. The value obtained for the total energy is -500.4948 hartree. Its highest occupied orbital energy is -8.353 eV. The orbital gap is 0.3203 Eh. The SMILES is CCNCCNCC.O.O. As for the energy above the lowest of the compared OMol25 structures with the same formula, charge and spin: 69.7 kcal per mole.